The following is a quantum chemistry calculation of a structure of composition C27H30F5N5O5SSeTeW, from the Open Molecules 2025 dataset.

* molecular weight: 1022.02 u
* HOMO energy: -0.071 Eh
* net charge: -2

Each line ends with the Löwdin charge.
Geometry (Å):
W (1.136436, -1.124038, -0.027232)  1.943
C (-2.269405, -3.535968, 1.058206)  -0.191
C (-2.697312, -2.912071, -0.279734)  -0.168
C (-1.561142, -2.572346, -1.257920)  -0.221
N (-0.880812, -1.307031, -0.976889)  -0.099
C (-1.605934, -0.209416, -1.261458)  -0.234
C (-2.801159, -0.232691, -1.996034)  -0.008
C (-3.706917, 0.760260, -2.362489)  -0.091
C (-3.810667, 2.069272, -1.955152)  -0.124
C (-2.914613, 2.703361, -1.105625)  -0.085
C (-1.709829, 2.255932, -0.617251)  -0.016
C (-0.998810, 1.040097, -0.802031)  -0.230
N (0.275136, 0.927304, -0.498550)  -0.069
C (0.999894, 2.184859, -0.301871)  -0.223
C (2.502763, 2.054607, -0.479767)  -0.162
C (3.113843, 1.224732, 0.661074)  -0.183
N (2.052158, 0.438561, 1.263948)  -0.106
C (1.888369, 0.302695, 2.541118)  -0.196
C (2.828217, 0.790680, 3.505469)  -0.006
C (2.767201, 0.858817, 4.869688)  -0.100
C (1.768775, 0.442955, 5.762560)  -0.136
C (0.618860, -0.220003, 5.409313)  -0.105
C (0.138753, -0.616794, 4.161547)  -0.024
C (0.637629, -0.422401, 2.865490)  -0.197
N (-0.007129, -0.830805, 1.775938)  -0.095
C (-1.429642, -1.159285, 1.905346)  -0.203
C (-1.841509, -2.605023, 2.220040)  -0.170
H (-3.119273, -4.122167, 1.424394)  0.097
H (-1.473412, -4.249591, 0.857113)  0.083
H (-3.323013, -3.652172, -0.789663)  0.110
H (-3.342947, -2.041179, -0.120630)  0.103
H (-0.855986, -3.382729, -1.254257)  0.054
H (-1.953355, -2.567213, -2.277052)  0.109
H (-3.052148, -1.189551, -2.424292)  0.090
H (-4.463986, 0.432369, -3.064958)  0.092
H (-4.626288, 2.653111, -2.361500)  0.095
H (-3.168963, 3.719865, -0.821998)  0.104
H (-1.185154, 2.980454, -0.010090)  0.095
H (0.626731, 2.919321, -1.018014)  0.085
H (0.801985, 2.595910, 0.699811)  0.124
H (2.729757, 1.625095, -1.450000)  0.092
H (2.923317, 3.062466, -0.454474)  0.111
H (3.905395, 0.553617, 0.321537)  0.101
H (3.535517, 1.908235, 1.397773)  0.101
H (3.753816, 1.150663, 3.082016)  0.092
H (3.646631, 1.294513, 5.335201)  0.097
H (1.945779, 0.621794, 6.815921)  0.082
H (-0.023137, -0.514089, 6.234977)  0.097
H (-0.773584, -1.193489, 4.215072)  0.086
H (-1.823896, -0.505632, 2.687308)  0.109
H (-1.919377, -0.839720, 0.993267)  0.085
H (-1.036422, -3.088685, 2.775947)  0.107
H (-2.690768, -2.524232, 2.908812)  0.100
O (2.556564, -4.361204, 0.118333)  -0.422
S (1.254004, -3.934337, -0.367896)  0.345
O (0.411251, -5.030773, -0.760544)  -0.283
O (0.524444, -3.050425, 0.661308)  -0.441
O (1.404861, -2.849181, -1.424825)  -0.445
Se (-3.433697, 2.409200, -5.690913)  0.325
C (-2.150262, 3.250853, -4.615647)  -0.809
C (-2.358502, 4.481618, -3.967220)  -0.169
C (-1.367432, 5.037410, -3.183822)  -0.209
N (-0.167521, 4.487020, -2.968613)  0.018
C (0.035914, 3.317513, -3.583755)  -0.195
C (-0.889813, 2.676985, -4.387391)  -0.146
H (-3.306367, 4.992209, -4.089336)  0.079
H (-1.543924, 5.988337, -2.684866)  0.086
H (1.004736, 2.851694, -3.418951)  0.095
H (-0.639230, 1.723202, -4.832430)  0.086
F (5.268037, -1.317294, 0.224546)  -0.542
Te (4.663379, -3.013647, -0.562091)  2.018
F (6.429208, -2.893075, -1.267358)  -0.503
F (2.056781, -0.465664, -1.558049)  -0.390
F (4.951113, -4.844032, -1.136148)  -0.535
F (5.140017, -3.670586, 1.105909)  -0.418
O (2.626063, -1.739047, 0.609802)  -0.548

Cartesian forces (eV/Å) of the 2 atoms listed first:
0.1481 -0.0650 0.0917
0.0176 -0.0236 0.0088